[1]
A 15-piece molecular cluster, C5H39NO14 overall at a distorted geometry. Source: the OMol25 dataset; level of theory: the ωB97M-V functional and the def2-TZVPD basis.

- Energy above the lowest of the compared OMol25 structures with the same formula, charge and spin: 103.5 kcal per mole
- Charge: 0
- LUMO energy: -0.12 eV
- Total energy: -35972.0728 eV

Element x y z (Å)
H -2.67 -1.14 4.49
H -0.10 0.96 0.10
C 3.58 2.50 1.89
H 3.33 1.13 -2.35
O -4.04 -0.98 -0.03
O 2.40 2.48 -3.49
H -1.80 -1.51 2.22
H -3.25 -1.45 0.30
H 4.35 2.24 2.59
H -1.51 -0.70 -3.80
H -0.40 -2.72 -2.78
H 1.97 -2.79 -2.25
C 2.39 3.34 2.44
H 0.21 -0.23 3.34
O -2.39 1.36 -1.35
O -1.71 -1.67 1.25
H -3.96 -1.20 -0.97
O -0.89 -2.86 -3.60
O -1.94 -0.03 -3.24
H -0.31 -2.76 -4.36
H 3.32 0.64 0.61
H 3.00 0.47 2.34
H -2.54 -0.64 -2.79
H -2.73 -2.86 -3.06
H -1.22 2.66 3.83
H -0.64 -3.33 2.49
H 3.10 -0.20 -3.09
H 1.02 2.05 -0.82
H -3.05 1.70 -1.96
H -0.56 0.94 -2.37
H 1.98 -1.73 -1.09
O 1.43 -2.17 -1.75
H 2.39 4.31 1.93
C 1.13 2.54 2.11
H 2.44 3.52 3.51
O 2.99 0.23 -2.25
H 1.32 -0.71 2.62
C 0.93 1.27 -0.07
N 1.52 1.43 1.24
H 1.56 2.16 -3.08
O -1.21 1.70 3.93
H 2.22 2.54 -4.42
H 0.76 2.05 3.01
H 0.32 3.09 1.62
H -1.18 -1.64 4.06
O -3.51 -2.68 -2.50
H -2.58 1.80 -0.51
O 0.38 -0.93 2.69
O 0.27 1.04 -2.86
H -3.16 -3.21 -1.77
H 0.60 -3.24 1.63
O -2.11 -1.56 3.84
H 1.25 0.35 -0.56
H 3.96 3.13 1.08
H -0.85 -1.34 0.98
C 2.94 1.17 1.49
H 0.64 0.15 -2.80
H -1.79 1.47 3.19
O 0.09 -3.85 2.17



[2]
A 2-piece molecular cluster, C16H17N overall at a distorted geometry. Source: the OMol25 dataset; level of theory: the ωB97M-V functional and the def2-TZVPD basis.

- Energy above the lowest of the compared OMol25 structures with the same formula, charge and spin: 28.5 kcal per mole
- Charge: 0
- LUMO energy: 0.91 eV
- Structure (SMILES): Cc1c[nH]c2ccccc12.Cc1ccccc1
- Total energy: -18357.1061 eV

Element x y z (Å)
C 0.90 0.98 -0.74
H -3.26 -1.33 -0.08
C -1.21 0.36 1.57
H -3.98 1.46 -0.19
C 0.67 -1.36 2.10
H 0.23 1.67 2.51
H 4.23 -1.35 -2.24
C 2.22 -0.83 -1.57
H -0.82 1.53 -1.70
C 3.41 -1.70 -1.59
H 3.84 -1.91 -0.61
H -0.45 -0.17 -3.55
H 3.26 -2.72 -2.01
N -2.82 -1.01 0.76
C -0.61 1.58 1.83
C -1.71 -1.79 1.24
C -2.47 0.31 1.00
C -0.08 0.73 -1.67
H 1.46 -1.81 -3.23
C -1.27 2.73 1.41
H 0.93 -1.30 3.16
H 0.99 -2.32 1.68
H 1.37 -0.64 1.66
C 1.14 -1.13 -2.42
C -2.49 2.65 0.70
H 2.87 0.69 -0.07
H 0.81 1.83 -0.08
H -0.80 3.69 1.64
H -1.78 -2.86 1.20
C 2.12 0.25 -0.71
C -0.70 -0.99 1.69
H -2.97 3.60 0.46
C 0.07 -0.29 -2.61
C -3.11 1.44 0.47



[3]
A 2-piece molecular cluster, C31H32N3O overall at a distorted geometry. Source: the OMol25 dataset; level of theory: the ωB97M-V functional and the def2-TZVPD basis.

- Energy above the lowest of the compared OMol25 structures with the same formula, charge and spin: 1.9 kcal per mole
- Charge: +1
- LUMO energy: -4.12 eV
- Total energy: -39176.6284 eV

Element x y z (Å)
H 1.91 0.65 -3.94
O 4.52 -0.10 -3.36
H 2.62 -2.01 -3.82
H 4.57 0.01 2.43
H -5.29 2.68 0.68
H 2.68 -2.65 -2.15
C -1.83 0.14 1.09
H 4.61 -1.28 -1.61
C -1.93 4.21 2.27
C 0.72 -1.06 -1.99
H -2.14 1.73 -2.01
H 3.72 1.54 2.10
C -3.44 -1.79 -3.03
C -2.52 0.75 -2.30
H 1.48 0.96 0.41
C 3.72 0.96 -2.82
H -5.28 1.44 -0.60
H 0.56 -2.14 -1.94
C 4.31 -1.34 -2.68
H 1.66 1.40 -2.33
H 3.95 1.82 -3.47
C -3.85 0.57 -2.68
H 4.16 -1.56 3.73
C -0.85 -0.83 0.83
H -1.19 -1.78 0.41
C -2.84 2.19 1.40
H -5.37 -0.84 -3.30
C 0.46 -0.80 1.38
H -4.52 1.44 -2.70
H -5.84 1.02 1.04
H 3.13 -3.34 5.20
C -3.18 0.07 0.69
C -1.65 -0.36 -2.22
C 1.50 0.10 1.07
C 2.35 -1.34 2.59
C 2.23 0.64 -2.88
C 2.86 -1.77 -2.77
H -0.08 0.76 -1.21
C 1.00 -1.72 2.37
H -1.41 -2.47 -2.66
C 2.54 -2.87 4.41
H 0.77 -4.01 4.87
C 0.43 -2.69 3.19
C -3.02 3.53 1.69
H -2.02 5.27 2.50
H 4.28 0.53 0.74
N -3.76 1.29 0.85
H 0.33 1.63 2.46
C -5.12 1.62 0.47
C 3.13 -1.89 3.60
H -3.80 -2.78 -3.33
C 3.86 0.51 1.76
H 4.96 -2.06 -3.21
H 0.08 4.06 3.04
C -0.74 3.53 2.55
C -1.63 1.49 1.63
H 4.01 1.19 -1.78
C -4.32 -0.70 -3.02
C -2.11 -1.62 -2.66
H -3.72 -0.78 0.29
C -0.58 2.17 2.23
N 2.62 -0.23 1.79
C -0.32 -0.20 -1.67
C 1.20 -3.26 4.21
H -3.96 4.02 1.46
N 2.00 -0.68 -2.29
H -0.62 -2.95 3.02